1.
{
  "formula": "C5H4O3",
  "method": "wB97M-V/def2-TZVPD",
  "smiles": "C#CCOC(=O)C=O",
  "gap_ev": 9.250,
  "symbols": ["C", "C", "C", "O", "C", "O", "C", "O", "H", "H", "H", "H"],
  "coordinates": [[2.772, 1.540, -0.949], [1.931, 0.822, -0.365], [0.877, 0.361, 0.491], [-0.172, -0.435, -0.430], [-1.196, -0.684, 0.566], [-0.870, -0.733, 1.717], [-2.419, -0.998, -0.270], [-3.513, -1.060, 0.423], [3.206, 1.775, -1.898], [0.213, 1.096, 0.984], [1.270, -0.445, 1.168], [-2.099, -1.239, -1.437]]
}

2.
{
  "formula": "C5H4O3",
  "method": "wB97M-V/def2-TZVPD",
  "smiles": "O=c1ccoc(O)c1",
  "gap_ev": 9.760,
  "symbols": ["O", "C", "C", "C", "O", "C", "O", "C", "H", "H", "H", "H"],
  "coordinates": [[-2.489, -0.852, 0.218], [-1.353, -0.360, -0.029], [-1.171, 1.144, -0.043], [0.096, 1.661, -0.005], [1.203, 0.908, -0.006], [1.010, -0.466, -0.078], [2.332, -0.929, 0.085], [-0.156, -1.163, -0.230], [-2.032, 1.777, -0.191], [0.430, 2.736, -0.028], [2.929, -0.206, 0.692], [-0.245, -2.217, -0.535]]
}

Stability, highest: 2

1.
{
  "formula": "C5H9N2O2",
  "method": "wB97M-V/def2-TZVPD",
  "smiles": "CC/C(C)=[NH+]\\C(=O)N=O",
  "gap_ev": [8.410, 8.334],
  "total_charge": 1,
  "symbols": ["C", "C", "C", "C", "N", "C", "O", "N", "O", "H", "H", "H", "H", "H", "H", "H", "H", "H"],
  "coordinates": [[0.563, 2.154, 0.329], [0.501, 0.774, -0.337], [-0.204, -0.330, 0.415], [-0.845, -0.242, 1.685], [-0.511, -1.448, -0.228], [-0.296, -1.838, -1.646], [-1.234, -2.128, -2.286], [1.038, -1.899, -1.785], [1.954, -1.146, -1.895], [-0.340, 2.740, 0.052], [1.392, 2.591, -0.269], [0.800, 2.229, 1.480], [-0.205, 0.869, -1.130], [1.444, 0.446, -0.673], [-1.073, -1.186, 2.010], [-1.793, 0.224, 1.450], [-0.166, 0.291, 2.367], [-1.025, -2.102, 0.464]]
}

2.
{
  "formula": "C5H9N2O2",
  "method": "wB97M-V/def2-TZVPD",
  "smiles": "CC(C)N(C=C=O)[NH+]=O",
  "gap_ev": 9.089,
  "total_charge": 1,
  "symbols": ["C", "C", "C", "N", "C", "C", "O", "N", "O", "H", "H", "H", "H", "H", "H", "H", "H", "H"],
  "coordinates": [[1.706, 0.171, 1.012], [0.640, 0.825, 0.177], [-0.578, 1.460, 0.875], [0.050, -0.185, -0.798], [-0.696, -1.588, 0.084], [-1.459, -2.302, -0.683], [-2.279, -2.892, -1.187], [-0.292, -0.065, -2.018], [-1.063, -0.796, -2.566], [2.382, 0.855, 1.440], [1.077, -0.248, 1.864], [2.035, -0.711, 0.490], [1.142, 1.671, -0.358], [-0.868, 0.870, 1.735], [-1.470, 1.623, 0.290], [-0.298, 2.373, 1.251], [-0.158, -1.899, 0.922], [0.130, 0.838, -2.531]]
}

3.
{
  "formula": "C5H9N2O2",
  "method": "wB97M-V/def2-TZVPD",
  "smiles": "[NH3+]CCC=C=C[N+](=O)[O-]",
  "gap_ev": 9.815,
  "total_charge": 1,
  "symbols": ["N", "C", "C", "C", "C", "C", "N", "O", "O", "H", "H", "H", "H", "H", "H", "H", "H", "H"],
  "coordinates": [[0.110, -1.434, 0.196], [-0.721, -0.420, -0.577], [-0.992, 0.869, 0.201], [0.266, 1.552, 0.665], [1.420, 1.350, 0.020], [2.601, 0.977, -0.526], [3.329, -0.090, 0.052], [4.516, -0.069, -0.131], [2.702, -1.040, 0.594], [0.092, -2.364, -0.230], [0.039, -1.502, 1.194], [1.303, -1.259, 0.308], [-0.276, -0.259, -1.562], [-1.599, -0.811, -0.900], [-1.486, 1.679, -0.403], [-1.634, 0.672, 0.984], [0.115, 2.250, 1.367], [3.162, 1.403, -1.369]]
}

Stability, highest: 1

1.
{
  "formula": "C3HO3",
  "method": "wB97M-V/def2-TZVPD",
  "smiles": "O=CC1=C([O-])O1",
  "gap_ev": 7.319,
  "total_charge": -1,
  "symbols": ["O", "C", "C", "C", "O", "O", "H"],
  "coordinates": [[2.089, -1.198, -0.019], [1.261, -0.292, 0.015], [-0.069, -0.172, 0.122], [-1.322, 0.412, 0.037], [-2.036, 1.376, -0.040], [-1.373, -0.934, 0.054], [1.449, 0.809, -0.169]]
}

2.
{
  "formula": "C3HO3",
  "method": "wB97M-V/def2-TZVPD",
  "smiles": "O=C1O/C1=C/[O-]",
  "gap_ev": 7.483,
  "total_charge": -1,
  "symbols": ["O", "C", "O", "C", "C", "O", "H"],
  "coordinates": [[-3.449, -0.658, -0.472], [-2.479, -0.222, 0.091], [-1.921, 0.977, 0.252], [-1.414, -0.301, 0.994], [0.099, -0.734, 0.180], [0.589, -1.836, 0.118], [0.620, 0.201, -0.100]]
}

Stability, highest: 1

1.
{
  "formula": "C3HO3",
  "method": "wB97M-V/def2-TZVPD",
  "smiles": "O=C=CC(=O)[O-]",
  "gap_ev": 8.249,
  "total_charge": -1,
  "symbols": ["O", "C", "C", "C", "O", "O", "H"],
  "coordinates": [[-0.068, 2.528, -0.029], [-0.478, 1.372, -0.079], [-0.628, 0.116, 0.089], [0.721, -0.989, 0.085], [1.361, -1.011, 1.109], [0.598, -1.621, -0.936], [-1.506, -0.394, -0.239]]
}

2.
{
  "formula": "C3HO3",
  "method": "wB97M-V/def2-TZVPD",
  "smiles": "O=C1O/C1=C/[O-]",
  "gap_ev": 7.615,
  "total_charge": -1,
  "symbols": ["O", "C", "O", "C", "C", "O", "H"],
  "coordinates": [[-4.265, 0.406, 0.054], [-3.072, 0.036, -0.045], [-2.393, -1.109, 0.044], [-1.706, 0.359, -0.062], [-0.312, 0.561, 0.059], [0.336, 1.676, -0.091], [0.276, -0.327, 0.273]]
}

Stability, highest: 1

1.
{
  "formula": "C6H11N2O2",
  "method": "wB97M-V/def2-TZVPD",
  "smiles": "O=C1C[NH2+][C@@]2(O)CCCN12",
  "gap_ev": 10.533,
  "total_charge": 1,
  "symbols": ["O", "C", "C", "N", "C", "O", "C", "C", "C", "N", "H", "H", "H", "H", "H", "H", "H", "H", "H", "H", "H"],
  "coordinates": [[-2.897, 0.945, -0.007], [-1.909, 0.283, 0.030], [-1.939, -1.231, -0.050], [-0.643, -1.601, -0.679], [0.391, -0.696, 0.061], [0.804, -1.381, 1.171], [1.623, -0.016, -0.578], [1.603, 1.413, 0.188], [0.141, 1.774, 0.237], [-0.639, 0.513, 0.496], [-2.059, -1.505, 1.119], [-2.742, -1.552, -0.665], [-0.324, -2.575, -0.382], [-0.530, -1.305, -1.676], [1.308, -0.743, 1.753], [1.540, -0.082, -1.714], [2.495, -0.476, -0.361], [2.052, 1.476, 1.080], [2.042, 2.082, -0.402], [-0.004, 2.424, 1.001], [-0.312, 2.255, -0.623]]
}

2.
{
  "formula": "C6H11N2O2",
  "method": "wB97M-V/def2-TZVPD",
  "smiles": "CC(C)=C/C(C)=[N+](/O)N=O",
  "gap_ev": [7.902, 7.903],
  "total_charge": 1,
  "symbols": ["C", "C", "C", "C", "C", "C", "N", "O", "N", "O", "H", "H", "H", "H", "H", "H", "H", "H", "H", "H", "H"],
  "coordinates": [[2.805, 0.369, 0.799], [1.496, -0.129, 0.332], [1.230, -1.533, 0.603], [0.535, 0.749, -0.161], [-0.868, 0.613, -0.383], [-1.542, 1.730, -0.936], [-1.697, -0.526, -0.275], [-2.776, -0.592, -1.219], [-2.035, -1.183, 0.900], [-2.955, -1.902, 0.757], [3.048, 1.488, 0.569], [3.791, -0.198, 0.397], [2.954, 0.232, 1.943], [1.799, -2.193, 0.008], [0.208, -1.804, 0.444], [1.507, -1.682, 1.628], [0.790, 1.851, -0.101], [-1.073, 2.760, -0.929], [-2.670, 1.682, -0.922], [-1.484, 1.772, -2.123], [-3.063, -1.504, -1.330]]
}

Stability, highest: 1

1.
{
  "formula": "C5H5FOS",
  "method": "wB97M-V/def2-TZVPD",
  "smiles": "C/C(F)=C(\\C=O)C=S",
  "gap_ev": 7.597,
  "symbols": ["C", "C", "F", "C", "C", "O", "C", "S", "H", "H", "H", "H", "H"],
  "coordinates": [[0.786, 0.428, -1.646], [-0.011, -0.508, -0.824], [-0.159, -1.737, -1.268], [-0.308, -0.231, 0.502], [0.025, 1.092, 1.061], [0.671, 2.102, 0.653], [-0.870, -1.166, 1.422], [-1.116, -2.730, 1.162], [0.263, 1.469, -1.721], [1.210, -0.054, -2.624], [1.582, 0.782, -0.942], [-0.651, 1.225, 1.956], [-1.422, -0.671, 2.268]]
}

2.
{
  "formula": "C5H5FOS",
  "method": "wB97M-V/def2-TZVPD",
  "smiles": "C#C[C@@]1(F)[C@H](O)[C@@H]1S",
  "gap_ev": 9.618,
  "symbols": ["C", "C", "C", "F", "C", "O", "C", "S", "H", "H", "H", "H", "H"],
  "coordinates": [[2.828, -0.789, 0.059], [1.715, -0.438, 0.218], [0.343, -0.089, 0.440], [0.021, 0.243, 1.728], [-0.428, 0.729, -0.550], [-1.311, 1.668, -0.044], [-0.728, -0.752, -0.424], [-2.290, -1.181, 0.345], [3.893, -0.941, -0.173], [0.124, 0.962, -1.458], [-1.031, 1.949, 0.868], [-0.318, -1.411, -1.187], [-2.818, 0.050, 0.176]]
}

Stability, highest: 1